Molecular formula: C4H7N5
Method: DFT, the ωB97M-V functional and the def2-TZVPD basis

Atoms and positions in Å:
N1 -1.604 0.350 -0.314
C1 -1.303 0.045 0.945
C2 1.153 -0.577 0.678
N2 1.870 -0.805 -0.423
H1 -1.858 2.135 -1.373
N3 1.995 -0.673 1.691
N4 3.141 -0.965 -0.022
H2 -1.298 0.857 1.713
H3 -0.050 1.629 -1.184
N5 3.259 -0.872 1.213
C3 -1.171 1.347 -1.231
H4 -0.717 -0.714 -2.081
H5 -1.253 -0.969 1.427
H6 -2.483 -0.180 -2.129
C4 -1.561 -0.116 -1.673
H7 1.881 -0.492 2.762

Calculated values
Gap between HOMO and LUMO: 8.39 eV
Charge: 0
Highest occupied orbital energy: -8.6 eV
Strongest force on any atom: 3.62 eV Å⁻¹
E_tot: -430.1764 hartree
ΔE to the lowest compared entry with this formula, charge and spin: 7.782 eV

Löwdin population analysis, charges in e, atoms 1 to 8: number 1, N, carries -0.190; number 2, C, carries 0.081; number 3, C, carries -0.265; number 4, N, carries -0.067; number 5, H, carries 0.086; number 6, N, carries -0.067; number 7, N, carries -0.122; number 8, H, carries 0.102


Molecular formula: C3H7OS
Method: DFT, the ωB97M-V functional and the def2-TZVPD basis

Atoms and positions in Å:
C1 -0.553 1.229 -0.333
H1 -0.646 3.354 -0.241
H2 -1.982 2.635 -1.153
H3 -0.064 -2.608 1.761
H4 1.394 2.049 -0.223
H5 -1.936 2.576 0.626
C2 -1.334 2.502 -0.284
O1 1.520 0.033 -0.234
S1 -0.098 -2.450 0.434
H6 0.980 -0.821 -0.007
C3 0.778 1.149 -0.253
H7 -1.099 0.291 -0.362

Calculated values
Gap between HOMO and LUMO: 7.13 eV
Charge: -1
Highest occupied orbital energy: -3.2 eV
Strongest force on any atom: 0.65 eV Å⁻¹
E_tot: -591.9579 hartree
ΔE to the lowest compared entry with this formula, charge and spin: 0.282 eV

Löwdin population analysis, charges in e, atoms 1 to 8: number 1, C, carries -0.194; number 2, H, carries 0.058; number 3, H, carries 0.054; number 4, H, carries -0.419; number 5, H, carries 0.102; number 6, H, carries 0.056; number 7, C, carries -0.150; number 8, O, carries -0.119